Molecular formula: C22H49InN2OP3S
Method: DFT, ωB97M-V/def2-TZVPD

Computed properties:
LUMO (alpha / beta): -0.4040 / -0.4436 Eh
calculated total energy: -72481.86257 eV
net charge: +3
relative energy (zero: lowest compared OMol25 entry of this formula, charge and spin): 504.4 kJ/mol
gap between HOMO and LUMO (alpha / beta): 0.156 / 0.117 hartree
strongest force on any atom: 8.283 eV Å⁻¹
HOMO (alpha / beta): -15.246 / -15.250 eV

```
79
Properties=species:S:1:pos:R:3:lowdin_charge:R:1
In 0.305 -0.149 -0.025 -0.078
P 1.672 -0.997 1.535 0.720
P 1.481 1.822 -0.379 0.795
P -0.731 -2.172 -0.535 0.812
H -0.753 1.945 -9.509 0.050
C -1.698 1.417 -9.407 -0.097
C -2.829 2.055 -9.117 -0.075
H -2.857 3.131 -8.969 0.053
C 3.139 -1.912 0.886 -0.202
C 2.531 0.099 2.757 -0.210
C 1.045 -2.232 2.767 -0.198
C 0.720 2.935 -1.628 -0.195
C 1.853 3.091 0.920 -0.189
C 3.157 1.603 -1.114 -0.208
C -2.026 -2.087 -1.842 -0.186
C -1.592 -3.245 0.702 -0.197
C 0.394 -3.419 -1.284 -0.205
H -1.670 0.340 -9.555 0.048
H -3.774 1.527 -9.015 0.051
H 3.810 -2.240 1.687 0.083
H 3.677 -1.257 0.195 0.048
H 2.800 -2.785 0.321 0.043
H 3.103 -0.497 3.477 0.083
H 1.787 0.687 3.301 0.011
H 3.212 0.785 2.248 0.052
H 1.686 -3.120 2.793 0.081
H 0.026 -2.536 2.524 0.005
H 1.037 -1.778 3.762 0.044
H 1.212 3.914 -1.603 0.085
H -0.346 3.045 -1.420 0.067
H 0.822 2.496 -2.623 0.054
H 2.849 3.517 0.756 0.081
H 1.809 2.665 1.924 0.013
H 1.118 3.897 0.850 0.070
H 3.568 2.555 -1.468 0.083
H 3.067 0.907 -1.951 0.046
H 3.841 1.165 -0.383 0.053
H -2.618 -3.009 -1.844 0.081
H -1.547 -1.955 -2.814 0.060
H -2.685 -1.233 -1.674 0.064
H -2.335 -3.873 0.199 0.077
H -2.096 -2.634 1.455 0.034
H -0.871 -3.896 1.204 0.057
H -0.169 -4.201 -1.806 0.085
H 1.012 -3.868 -0.502 0.050
H 1.051 -2.904 -1.989 0.049
C -0.915 0.442 -2.877 -0.402
C 0.256 0.036 -3.563 -0.015
C 0.284 -0.046 -4.954 0.004
C -0.840 0.268 -5.721 0.034
C -2.004 0.672 -5.060 0.010
C -2.047 0.759 -3.672 0.054
O -1.022 0.559 -1.564 -0.230
H 1.415 -0.702 -1.101 0.041
H 1.127 -0.221 -2.967 0.076
H 1.203 -0.361 -5.445 0.136
H -0.811 0.200 -6.804 0.122
H -2.894 0.922 -5.635 0.133
H -2.954 1.079 -3.164 0.146
C 0.910 1.989 5.769 -0.072
C -0.495 1.966 5.178 -0.233
N -0.447 1.625 3.769 0.016
C -1.087 0.520 3.111 -0.678
S -1.471 0.735 1.533 0.822
N -1.644 -0.624 3.781 0.028
C -1.242 -1.171 5.065 -0.273
C -2.420 -1.195 6.034 -0.062
H 1.374 0.983 5.707 0.072
H 0.863 2.293 6.835 0.105
H 1.546 2.715 5.217 0.089
H -1.147 1.303 5.759 0.104
H -0.943 2.978 5.278 0.148
H -0.021 2.343 3.167 0.122
H -2.336 -1.182 3.261 0.136
H -0.909 -2.220 4.915 0.124
H -0.378 -0.639 5.497 0.110
H -3.245 -1.807 5.614 0.095
H -2.097 -1.645 6.997 0.105
H -2.799 -0.172 6.227 0.086
```